Formula: H24O12
Source: the OMol25 dataset
Level of theory: ωB97M-V with the def2-TZVPD basis set

The geometry in XYZ format:
```
36
Properties=species:S:1:pos:R:3
H 0.5691 1.1941 0.2487
H 0.1331 0.4832 -1.0220
H 1.5795 3.0089 1.1448
H 0.4369 2.9164 0.1469
H -0.4593 -1.3344 0.3052
H -1.0339 -2.4615 -0.5372
H 2.9218 -1.1313 1.2850
H 3.2193 -2.6068 1.0739
H 0.4074 4.8510 -0.7411
H 1.8142 4.4995 -1.1964
H -3.3854 0.4056 -2.7160
H -2.0112 0.3295 -2.0710
H 1.1380 -3.8804 -0.6768
H 1.6141 -3.5105 0.7184
H 2.9911 1.6479 0.9266
H 3.8058 2.7123 0.2101
H -2.9439 1.2022 1.4896
H -4.0253 0.1352 1.5378
H 1.7631 -0.9581 2.6514
H 1.6212 0.4321 3.2493
H -2.7524 -1.3543 -0.9671
H -3.1528 -0.3152 0.0674
H -1.9656 -3.5628 -2.3246
H -0.9396 -3.0181 -3.3047
O -0.0092 1.2913 -0.5163
O 1.0110 3.5526 0.5880
O -0.7783 -2.2419 0.3658
O 2.5213 -2.0051 1.3564
O 0.8923 4.2422 -1.3095
O -2.9485 0.2132 -1.8786
O 0.9275 -3.3112 0.0720
O 3.3149 2.5506 1.0236
O -3.2549 0.4586 2.0182
O 2.2299 -0.1200 2.7455
O -3.4899 -0.7952 -0.6975
O -1.7617 -3.5197 -3.2656
```

Energy above the lowest of the compared OMol25 structures with the same formula, charge and spin ... 1088.8 kJ/mol
Frontier orbital gap ... 6.5 eV
E_HOMO ... -0.2555 hartree

---

Formula: C11H25NO3P2Tc
Source: the OMol25 dataset
Level of theory: ωB97M-V with the def2-TZVPD basis set

The geometry in XYZ format:
```
43
Properties=species:S:1:pos:R:3
Tc -0.2991 0.2422 0.1994
H 0.1610 1.5382 -0.8947
H -0.2689 0.8574 -1.4504
P -2.0267 1.8434 -0.0539
P -0.1086 -1.9997 -0.5909
C 0.2831 -3.2162 0.7209
H 0.5407 -4.1855 0.2767
H 1.1033 -2.8716 1.3581
H -0.5971 -3.3365 1.3600
C -1.3900 -2.9675 -1.4759
H -1.6508 -2.4599 -2.4121
H -1.0095 -3.9784 -1.6940
H -2.2869 -3.0338 -0.8479
C 1.2991 -2.2808 -1.7368
H 2.2455 -1.9295 -1.3141
H 1.3860 -3.3480 -1.9755
H 1.1246 -1.7266 -2.6641
C -3.7374 1.5501 -0.6556
H -4.3068 2.4915 -0.6234
H -3.7131 1.1787 -1.6867
H -4.2359 0.8029 -0.0276
C -2.4383 2.7734 1.4763
H -1.5302 3.2071 1.9111
H -3.1417 3.5827 1.2361
H -2.8910 2.1058 2.2184
C -1.6475 3.2972 -1.1201
H -1.5672 2.9805 -2.1673
H -2.4525 4.0422 -1.0286
H -0.6994 3.7577 -0.8161
C -0.6317 0.3425 2.1049
O -0.8005 0.4326 3.2565
H -1.7867 -0.3366 -0.1175
O 2.5108 1.0227 -1.4484
C 2.7460 0.6215 -0.3145
C 4.1292 0.3609 0.2831
C 3.8702 -0.2918 1.6233
C 2.3578 -0.4169 1.7274
O 1.7315 -1.0189 2.5898
N 1.7943 0.2524 0.6355
H 4.7138 -0.2675 -0.3992
H 4.6360 1.3253 0.3934
H 4.3380 -1.2766 1.7042
H 4.2466 0.3332 2.4404
```

<S²> ... 3.77
Multiplicity ... 4
Frontier orbital gap (alpha / beta) ... 9.2 / 4.3 eV
Net charge ... +2
E_HOMO (alpha / beta) ... -0.5929 / -0.5979 hartree

---

Formula: C42H28BrN9O10S2Sc
Source: the OMol25 dataset
Level of theory: ωB97M-V with the def2-TZVPD basis set

The geometry in XYZ format:
```
93
Properties=species:S:1:pos:R:3
Sc -18.9673 -7.5834 7.0776
Br -24.5317 -6.6099 11.8877
C -22.9782 -7.0817 10.9392
C -22.2408 -8.1948 11.2780
C -20.9637 -8.3467 10.6842
C -20.7355 -7.6883 9.4914
O -19.6706 -8.0662 8.7798
C -21.4850 -6.5594 9.1562
C -21.1057 -5.5411 8.1633
N -19.8586 -5.6387 7.5049
C -19.6961 -4.9088 6.4522
C -20.7816 -4.4831 5.4767
C -20.5238 -3.1433 4.9072
C -19.2612 -2.7994 4.5759
C -18.1337 -3.5849 4.9488
C -16.8504 -3.3543 4.4853
C -15.8688 -4.2764 4.8645
C -16.1880 -5.2744 5.7815
N -17.4004 -5.4781 6.3127
C -18.3889 -4.5636 5.9755
C -22.5488 -6.1760 9.9976
H -22.6564 -8.9381 12.0310
H -20.1261 -8.8704 11.1279
H -21.3757 -3.6282 8.1634
H -20.9729 -5.2478 4.7301
H -21.3532 -2.5025 4.5970
H -19.0555 -1.9397 3.9028
H -16.6678 -2.4907 3.8649
H -14.8508 -4.2407 4.4522
H -15.4301 -5.9627 6.0824
H -23.0938 -5.2611 9.8483
N -17.4838 -6.1900 2.1619
C -17.4682 -7.0490 3.1967
S -16.0094 -7.9581 3.4915
N -18.6106 -7.1021 3.9326
N -18.6744 -8.0618 4.8272
C -18.8289 -9.3026 4.3787
C -19.1407 -9.6673 3.0248
C -20.3376 -9.1996 2.4714
C -20.6526 -9.4633 1.1273
C -19.7886 -10.2158 0.3564
C -18.6209 -10.7416 0.9497
C -18.2737 -10.4359 2.2307
C -18.7435 -10.2987 5.4386
C -18.6180 -11.7308 5.2347
C -18.5408 -12.5670 6.3450
C -18.5261 -12.0160 7.6365
C -18.7702 -10.6863 7.7470
N -18.7939 -9.8696 6.7118
H -16.7170 -6.3424 1.5101
H -18.2969 -5.6375 1.8760
H -20.9361 -8.4358 3.0498
H -21.4827 -8.9738 0.6663
H -19.9985 -10.5177 -0.6686
H -17.9209 -11.2881 0.3487
H -17.3792 -10.8411 2.7583
H -18.6806 -12.2115 4.2426
H -18.3204 -13.6274 6.1217
H -18.4527 -12.7113 8.4796
H -19.0906 -10.1653 8.6582
O -15.2392 -12.0391 13.5163
C -15.8653 -10.8290 13.4022
O -16.4134 -10.3455 14.3680
C -15.9730 -10.0519 12.0944
C -15.5306 -10.5167 10.8921
C -15.8530 -9.8497 9.7145
C -16.4605 -8.5632 9.7497
S -16.5440 -7.5530 8.4020
C -16.9132 -8.0978 11.0521
C -16.7062 -8.8346 12.1937
H -14.4435 -12.0803 12.9858
H -15.0555 -11.5099 10.7402
H -15.6147 -10.2666 8.7482
H -17.4054 -7.0750 11.1332
H -17.0621 -8.5447 13.2276
O -26.7066 -5.9436 5.6799
N -26.2470 -7.0546 5.3554
O -26.8986 -7.9302 4.7651
C -24.8646 -7.2821 5.7028
C -24.1182 -6.2653 6.2735
C -22.8133 -6.4985 6.6122
C -22.2279 -7.7801 6.3381
O -20.9204 -7.8351 6.3434
C -23.0582 -8.8023 5.8408
C -24.4319 -8.5681 5.6102
N -22.5903 -10.1936 5.8307
O -23.4634 -11.0456 6.0809
O -21.4435 -10.4919 5.3846
N -22.1487 -5.4722 7.1822
O -21.1695 -4.3008 8.8891
O -21.9865 -4.3540 6.3299
H -24.5912 -5.3432 6.5288
H -25.0977 -9.3390 5.1898
```

Energy above the lowest of the compared OMol25 structures with the same formula, charge and spin ... 240.6 kJ/mol
Frontier orbital gap ... 5.4 eV
Net charge ... -1
E_HOMO ... -0.1864 hartree

---

Formula: C31H47BiClO3PSi2
Source: the OMol25 dataset
Level of theory: ωB97M-V with the def2-TZVPD basis set

The geometry in XYZ format:
```
86
Properties=species:S:1:pos:R:3
Bi -0.8355 -0.0553 0.8493
C 0.3836 3.1059 0.8603
O 0.1871 1.9534 1.7059
C -0.2272 2.2667 3.0627
C -1.6716 2.7040 3.1297
O -2.5093 1.6653 2.6610
C -3.2087 0.9226 3.6549
C -2.2963 0.1657 4.5834
O -1.4162 -0.6643 3.8311
C -0.7402 -1.5839 4.6907
H 0.9097 3.8721 1.4296
H 1.0175 2.7839 0.0373
H -0.5613 3.5002 0.4914
H -0.0633 1.3439 3.6178
H 0.4342 3.0433 3.4511
H -1.9221 3.0150 4.1478
H -1.8323 3.5620 2.4741
H -3.8439 1.5886 4.2465
H -3.8468 0.2318 3.1044
H -1.7127 0.8440 5.2195
H -2.9234 -0.4392 5.2466
H -1.4612 -2.2051 5.2255
H -0.1111 -2.2234 4.0776
H -0.1188 -1.0539 5.4178
Cl -2.9651 2.3768 -0.0405
C -2.5718 2.8079 -1.6810
C -3.3457 3.7905 -2.2771
C -3.0990 4.1489 -3.5915
C -2.0916 3.5177 -4.3091
C -1.3248 2.5405 -3.7034
C -1.5416 2.1754 -2.3694
P -0.5163 0.7885 -1.7761
C -1.1460 -0.5795 -2.7852
C -0.4787 -1.1096 -3.8850
C -1.0853 -2.1091 -4.6343
C -2.3445 -2.5771 -4.2900
C -3.0189 -2.0361 -3.2016
C -2.4245 -1.0355 -2.4529
C 1.1751 1.1782 -2.2590
C 2.0930 0.1313 -2.3301
C 3.4070 0.3818 -2.6895
C 3.8167 1.6824 -2.9511
C 2.9122 2.7311 -2.8543
C 1.5900 2.4841 -2.5167
H -4.1390 4.2617 -1.7140
H -3.7024 4.9157 -4.0576
H -1.9070 3.7820 -5.3409
H -0.5515 2.0424 -4.2764
H 0.4964 -0.7438 -4.1737
H -0.5705 -2.5190 -5.4926
H -2.8106 -3.3558 -4.8782
H -4.0097 -2.3863 -2.9457
H -2.9711 -0.5893 -1.6256
H 1.7774 -0.8798 -2.1108
H 4.1132 -0.4342 -2.7587
H 4.8423 1.8789 -3.2325
H 3.2321 3.7441 -3.0574
H 0.8891 3.3085 -2.4687
C 0.8322 -4.4032 1.8001
Si 0.3143 -3.0766 0.6038
C 0.8631 -3.4949 -1.1237
C -1.5828 -3.0300 0.5897
C 0.9106 -1.3634 1.2305
Si 2.7924 -0.9996 1.3072
C 3.2734 -1.4987 3.0401
C 3.7843 -2.0494 0.1239
C 3.1466 0.8237 1.1067
H 0.6382 -5.3816 1.3549
H 0.2696 -4.3520 2.7329
H 1.8960 -4.3599 2.0401
H 0.2861 -4.3583 -1.4641
H 1.9162 -3.7701 -1.1634
H 0.6850 -2.6907 -1.8386
H -1.9419 -4.0319 0.3376
H -2.0305 -2.3869 -0.1800
H -2.0128 -2.7783 1.5652
H 0.6856 -1.4311 2.3089
H 2.9440 -2.5119 3.2792
H 2.8524 -0.8211 3.7870
H 4.3596 -1.4752 3.1522
H 3.8394 -3.0772 0.4909
H 4.8080 -1.6683 0.0886
H 3.4068 -2.0830 -0.8931
H 2.6010 1.3992 1.8551
H 2.8919 1.2080 0.1171
H 4.2122 1.0058 1.2656
```

Energy above the lowest of the compared OMol25 structures with the same formula, charge and spin ... 0.0 kJ/mol
Frontier orbital gap ... 7.9 eV
Net charge ... +2
E_HOMO ... -0.5241 hartree

---

Formula: C11H12NO
Source: the OMol25 dataset
Level of theory: ωB97M-V with the def2-TZVPD basis set

The geometry in XYZ format:
```
25
Properties=species:S:1:pos:R:3
O -1.9044 -0.0018 1.9510
C -1.0477 -0.2618 0.9359
C 0.2829 0.2999 0.6908
C 0.6503 1.6200 0.8419
C 1.8777 2.1614 0.7017
C 2.8684 1.3557 0.1743
C 2.6673 0.0179 0.0245
C 1.4057 -0.5133 0.2090
C -1.0473 -1.7794 0.7116
C -1.1542 -2.3168 -0.5025
C -1.0871 -1.5077 -1.7216
C -1.4788 -0.2439 -1.7378
N -1.8868 0.3479 -0.5127
H -1.8208 0.9279 2.2862
H -0.0626 2.3339 1.0728
H 2.1974 3.2466 0.7371
H 3.8717 1.8302 -0.0157
H 3.4624 -0.6322 -0.5021
H 1.3031 -1.5171 -0.0386
H -1.1286 -2.3521 1.6112
H -1.1100 -3.3052 -0.6676
H -0.6440 -1.7820 -2.5966
H -1.7022 0.3852 -2.6295
H -1.5628 1.3164 -0.5684
H -2.9497 0.3702 -0.4548
```

Energy above the lowest of the compared OMol25 structures with the same formula, charge and spin ... 320.5 kJ/mol
Frontier orbital gap ... 9.4 eV
Net charge ... +1
E_HOMO ... -0.4816 hartree
SMILES ... O[C@@]1(c2ccccc2)C=CC=C[NH2+]1

---

Formula: C41H70O25S2
Source: the OMol25 dataset
Level of theory: ωB97M-V with the def2-TZVPD basis set

The geometry in XYZ format:
```
138
Properties=species:S:1:pos:R:3
C 1.9600 6.7367 -0.3787
C 1.2296 5.3382 -0.6397
C 1.8337 4.0933 -0.0347
O 0.9468 3.6414 0.9405
C -0.1166 4.4859 0.9122
O -1.0073 4.3623 1.7500
O 0.0210 5.4601 -0.0145
H 2.9924 6.7033 -0.7267
H 1.9584 7.1063 0.6468
H 1.5807 7.6028 -0.9210
H 1.1194 5.1591 -1.7092
H 2.7744 4.3179 0.4681
H 2.0165 3.3193 -0.7801
C -2.8251 -1.9065 -3.6265
C -3.1752 -1.2544 -4.9243
C -4.5142 -1.6047 -5.5160
O -4.8699 -0.3928 -6.1110
C -4.1905 0.6565 -5.4350
O -4.3080 1.8839 -5.6125
O -3.3913 0.0608 -4.5927
H -3.6454 -1.8174 -2.9144
H -1.9791 -1.3733 -3.1928
H -2.5398 -2.9384 -3.8311
H -2.3734 -1.2367 -5.6625
H -5.2853 -1.8240 -4.7774
H -4.3864 -2.3337 -6.3162
C -2.3806 -6.3294 -0.9236
C -1.7988 -5.5603 -2.0916
C -0.9228 -4.3813 -1.7608
O 0.2111 -4.6574 -2.5524
C 0.2965 -5.8312 -3.0075
O 1.2303 -6.2882 -3.6375
O -0.8214 -6.4765 -2.6708
H -3.2665 -5.7212 -0.7410
H -1.7326 -6.3112 -0.0473
H -2.6848 -7.3443 -1.1796
H -2.4610 -5.1505 -2.8542
H -0.6134 -4.4559 -0.7183
H -1.3066 -3.4081 -2.0669
C 4.2028 -0.7119 -3.6328
C 2.6716 -0.5388 -3.4792
C 2.1215 0.4376 -4.4509
O 0.9986 -0.2045 -5.0090
C 0.9112 -1.4494 -4.5571
O 0.0466 -2.3444 -4.8568
O 1.9637 -1.7701 -3.7764
H 4.6928 -1.5212 -3.0916
H 4.7043 0.2306 -3.4128
H 4.5412 -0.9291 -4.6460
H 2.4856 -0.2866 -2.4352
H 2.8070 0.7686 -5.2310
H 1.7859 1.3329 -3.9274
C -5.0952 4.1102 5.1967
C -4.1900 3.6916 3.9814
C -2.7989 3.1456 4.2945
O -2.6741 2.0833 3.3502
C -3.8694 1.7261 2.9250
O -4.1295 0.7805 2.2427
O -4.7743 2.6279 3.3083
H -6.0708 4.3737 4.7882
H -4.7305 4.9459 5.7940
H -5.2692 3.2278 5.8125
H -4.0763 4.5878 3.3714
H -2.7044 2.7923 5.3213
H -2.0694 3.9142 4.0393
C 3.2852 -5.0499 5.4590
C 2.7114 -3.6527 5.8375
C 3.6010 -2.4845 5.4215
O 2.8960 -1.8804 4.3674
C 1.6725 -2.4712 4.2108
O 0.9170 -2.3426 3.2762
O 1.5411 -3.4507 5.1173
H 2.6545 -5.9202 5.6403
H 4.1570 -5.3402 6.0455
H 3.4860 -5.2278 4.4026
H 2.5710 -3.6193 6.9179
H 4.4544 -2.9153 4.8978
H 3.8808 -1.8947 6.2944
O 3.3590 -6.3265 0.7642
S 4.3153 -5.2570 0.4038
O 5.7347 -5.6110 0.1667
C 3.7241 -4.1985 -1.0279
C 2.9286 -3.0207 -0.4082
C 3.6123 -2.6780 0.9299
C 3.9842 -3.9610 1.6339
H 3.2373 -4.8005 -1.7951
H 4.6469 -3.8597 -1.4988
H 2.8951 -2.1221 -1.0243
H 1.8841 -3.3106 -0.2940
H 3.0589 -2.0844 1.6576
H 4.4410 -2.0398 0.6233
H 3.1291 -4.2432 2.2482
H 4.8625 -4.0131 2.2773
O 4.3477 2.4858 4.7309
S 3.0275 1.9627 5.0727
O 2.9515 0.8224 5.9797
C 1.9496 3.3329 5.8066
C 0.6063 3.4228 4.9545
C 0.5207 2.1846 4.0690
C 1.9710 1.7905 3.6433
H 2.4745 4.2674 5.6085
H 1.8426 3.1310 6.8724
H -0.3071 3.6003 5.5221
H 0.7621 4.2636 4.2786
H -0.1474 2.2729 3.2123
H 0.1758 1.3444 4.6718
H 2.2050 2.5809 2.9301
H 2.0861 0.8380 3.1261
C 0.1035 -0.1542 -1.1651
C -0.8205 -0.6187 -0.0255
C -0.5621 0.0012 1.3562
O -1.5969 -1.5334 -0.1667
H 1.1061 -0.1911 -0.7389
H -0.1690 0.8283 -1.5506
H -0.0165 -0.7186 -2.0898
H 0.3632 -0.3538 1.8099
H -1.3743 -0.3166 2.0100
H -0.4724 1.0819 1.2461
C -2.7429 2.5584 -0.7846
C -4.0490 1.9118 -1.2879
C -4.2877 0.5216 -0.8834
O -4.9252 2.6722 -1.7432
H -1.9055 1.9302 -0.4811
H -2.9649 3.1777 0.0844
H -2.3700 3.2260 -1.5614
H -3.6896 0.2070 -0.0282
H -4.0078 -0.1595 -1.6871
H -5.3295 0.4126 -0.5820
C -2.3008 3.8612 -4.1031
C -0.9686 3.1427 -4.5605
C -0.6019 2.9964 -5.9764
O -0.2632 2.7443 -3.6410
H -3.1232 3.1651 -3.9382
H -2.6076 4.5730 -4.8695
H -2.0212 4.3310 -3.1601
H -1.2163 3.5925 -6.6512
H -0.7790 1.9765 -6.3178
H 0.4310 3.2588 -6.2055
```

Frontier orbital gap ... 9.2 eV
E_HOMO ... -0.3440 hartree
SMILES ... C[C@H]1COC(=O)O1.C[C@H]1COC(=O)O1.C[C@H]1COC(=O)O1.C[C@H]1COC(=O)O1.C[C@H]1COC(=O)O1.C[C@H]1COC(=O)O1.O=S1(=O)CCCC1.O=S1(=O)CCCC1.CC(C)=O.CC(C)=O.CC(C)=O

---

Formula: C24H28NO3Yb
Source: the OMol25 dataset
Level of theory: ωB97M-V with the def2-TZVPD basis set

The geometry in XYZ format:
```
57
Properties=species:S:1:pos:R:3
C -0.4753 0.1555 2.7291
C -1.5172 0.7051 1.9200
C -2.1970 -0.3679 1.2807
H -1.7668 1.7641 1.8261
C -1.5928 -1.5852 1.7000
C -0.5271 -1.2672 2.5902
H -1.9280 -2.5896 1.4286
C 2.1289 1.6460 -0.0900
C 0.9115 2.3492 0.1512
C 0.0912 2.2128 -1.0039
H 0.6615 2.9147 1.0452
C 0.7890 1.4202 -1.9552
C 2.0471 1.0714 -1.3874
H -3.0697 -0.2790 0.6358
H 0.1094 -1.9817 3.1118
H 0.2140 0.7142 3.3611
H 2.8280 0.5136 -1.9076
H -0.8904 2.6698 -1.1628
H 2.9851 1.5851 0.5814
Yb 0.4237 -0.2858 0.3539
C 0.3667 1.0907 -3.3748
C 1.4775 1.5327 -4.3397
C -0.9334 1.8075 -3.7650
H 1.6701 2.6060 -4.2337
H 1.1768 1.3440 -5.3778
H 2.4144 0.9948 -4.1552
H -0.7879 2.8941 -3.7222
H -1.7650 1.5360 -3.1041
H -1.2073 1.5406 -4.7939
C 0.1932 -0.4508 -3.5378
C -1.0077 -1.0838 -2.8257
H 1.1034 -0.9721 -3.1812
H 0.0847 -0.6780 -4.6164
O -1.2802 -0.9019 -1.6208
N -1.8251 -1.8815 -3.5381
C -2.7075 -2.7961 -2.8022
H -1.5833 -2.1119 -4.4987
C -3.8658 -2.0956 -2.1417
C -4.3696 -2.5723 -0.9236
H -3.8890 -3.4418 -0.4639
C -5.4551 -1.9400 -0.3139
H -5.8327 -2.3169 0.6415
C -6.0596 -0.8390 -0.9321
H -6.9113 -0.3466 -0.4562
C -5.5753 -0.3772 -2.1600
H -6.0436 0.4745 -2.6581
C -4.4853 -1.0123 -2.7669
H -4.1028 -0.6703 -3.7333
H -2.1261 -3.3312 -2.0396
H -3.0707 -3.5165 -3.5373
C 3.5141 -2.9983 0.4822
C 2.3840 -2.0231 0.3409
O 2.2447 -1.1675 1.2975
O 1.5946 -2.0414 -0.6758
H 4.4581 -2.4489 0.3955
H 3.4628 -3.7742 -0.2825
H 3.4726 -3.4386 1.4828
```

Energy above the lowest of the compared OMol25 structures with the same formula, charge and spin ... 0.0 kJ/mol
<S²> ... 0.75
Multiplicity ... 2
Frontier orbital gap (alpha / beta) ... 8.2 / 8.2 eV
E_HOMO (alpha / beta) ... -0.2858 / -0.2866 hartree

---

Formula: C3H10O3S
Source: the OMol25 dataset
Level of theory: ωB97M-V with the def2-TZVPD basis set

The geometry in XYZ format:
```
17
Properties=species:S:1:pos:R:3
O 2.6938 1.0822 -0.4369
C 2.1135 0.0852 -0.8528
C 0.7354 -0.4023 -0.4407
C -0.1336 0.7651 -0.1100
S -1.8558 0.3392 0.0701
H 2.7063 -0.6729 -1.5261
H 0.2896 -1.1659 -1.0190
H 0.8884 -1.0103 0.5321
H -0.0087 1.5591 -0.9639
H 0.2145 1.3107 0.7617
H -1.9046 -0.9514 0.7803
O 1.6229 0.6936 3.1920
H 1.0671 0.4911 4.0154
H 2.1200 1.3465 3.6511
O -2.6353 -2.4269 -2.0585
H -2.5806 -1.6691 -1.5492
H -2.8425 -2.1434 -2.9552
```

Energy above the lowest of the compared OMol25 structures with the same formula, charge and spin ... 126.9 kJ/mol
Frontier orbital gap ... 9.8 eV
E_HOMO ... -0.3412 hartree
SMILES ... O=CCCS.O.O